(1)
{"formula": "C9H10N4", "method": "the ωB97M-V functional and the def2-TZVPD basis", "symbols": ["H", "H", "H", "N", "H", "C", "C", "N", "C", "H", "C", "H", "N", "N", "C", "C", "C", "H", "H", "C", "C", "H", "H"], "coordinates": [[2.339, -0.899, 1.849], [-0.663, -2.426, -0.952], [-2.771, -3.153, -0.132], [-1.486, 1.809, -0.045], [1.555, 3.083, -0.358], [-1.960, 0.587, 0.047], [-3.273, 0.220, 0.414], [3.244, -0.735, 1.283], [2.952, -0.504, 0.022], [-4.018, 1.059, 0.658], [-3.576, -1.086, 0.398], [3.625, -0.486, -1.947], [0.564, 2.904, -0.292], [3.713, -0.202, -0.981], [-2.526, -2.035, -0.108], [-1.271, -1.703, -0.383], [-0.865, -0.365, -0.216], [0.143, 3.792, -0.529], [4.176, -0.684, 1.759], [-0.171, 1.801, -0.096], [0.212, 0.386, -0.046], [-4.631, -1.550, 0.524], [4.688, 0.187, -0.867]], "nbo_charge": [0.464, 0.266, 0.272, -0.475, 0.447, 0.407, -0.288, -0.768, 0.597, 0.297, -0.004, 0.463, -0.620, -0.805, -0.140, -0.224, -0.144, 0.454, 0.463, 0.453, 0.157, 0.287, 0.441], "lumo_ev": [-10.42, -10.44], "charge": 2, "max_force_ha_per_bohr": 0.06371, "homo_lumo_gap_ev": [5.71, 5.66], "e_tot_ev": -15431.8550, "e_homo_ha": [-0.593, -0.592]}


(2)
{"formula": "C26H80ClO38P8", "method": "the ωB97M-V functional and the def2-TZVPD basis", "symbols": ["P", "O", "O", "O", "O", "C", "Cl", "O", "O", "H", "O", "H", "H", "C", "H", "O", "H", "H", "H", "O", "C", "H", "H", "C", "H", "C", "P", "H", "H", "H", "C", "H", "O", "H", "H", "H", "H", "H", "O", "O", "O", "H", "O", "H", "H", "H", "H", "H", "H", "H", "H", "H", "H", "P", "H", "H", "O", "C", "H", "C", "O", "H", "H", "H", "H", "C", "H", "H", "O", "C", "C", "C", "C", "C", "O", "H", "O", "C", "C", "H", "O", "O", "O", "H", "H", "O", "O", "H", "H", "O", "C", "O", "H", "H", "O", "H", "H", "H", "H", "P", "C", "C", "H", "H", "H", "H", "H", "H", "H", "C", "O", "H", "H", "H", "H", "C", "H", "H", "H", "O", "H", "C", "O", "O", "O", "C", "H", "C", "O", "P", "H", "H", "O", "H", "H", "H", "O", "H", "H", "H", "P", "H", "P", "C", "C", "H", "O", "H", "H", "O", "O", "P", "H"], "coordinates": [[3.512, -11.151, 1.053], [20.553, -12.237, 10.119], [16.588, -2.828, 2.631], [-0.066, -6.567, 7.130], [6.531, 0.264, 8.358], [17.728, -3.435, 3.254], [8.781, -8.252, 7.143], [15.946, -10.510, 2.800], [15.600, -1.499, 4.580], [2.575, -11.275, -1.601], [4.319, -12.048, -0.004], [0.027, -7.589, 11.292], [0.846, -11.640, -1.254], [1.714, -11.044, -0.974], [5.059, -12.000, 17.326], [9.375, -18.520, 7.280], [4.224, -0.812, 9.864], [5.163, -8.371, -0.481], [9.294, 0.160, 9.312], [7.821, -0.425, 10.498], [21.522, -11.521, 6.273], [18.331, -14.765, 8.270], [4.321, -9.747, -1.105], [5.135, -13.040, 17.008], [18.501, -10.652, 10.245], [5.617, 1.042, 7.599], [-0.220, -7.360, 8.498], [4.353, -1.111, 11.601], [5.611, -1.183, -4.263], [16.445, 1.351, 3.375], [10.813, -15.919, 6.346], [1.543, -6.004, 6.126], [17.473, -0.475, 3.358], [6.208, -11.684, -0.666], [19.332, -14.339, 9.522], [11.891, -16.080, 6.337], [5.993, -13.328, 0.180], [1.644, -5.539, 7.779], [5.881, -0.926, -1.126], [4.142, -9.634, 0.859], [21.576, -11.669, 7.697], [13.636, -1.911, 5.079], [4.637, -2.472, -2.888], [-3.151, -6.299, 7.686], [20.042, -15.216, 8.128], [3.326, -8.375, -0.510], [15.834, -9.124, 4.302], [6.023, 1.361, 6.639], [0.676, -4.651, 6.560], [15.258, -10.718, 4.681], [4.645, -2.389, -4.942], [5.344, 1.871, 8.251], [-3.658, -6.787, 9.343], [20.297, -12.040, 8.652], [11.987, -7.214, 12.482], [14.406, -3.016, 3.918], [3.471, -11.681, 2.465], [12.099, -5.717, 13.701], [17.664, 1.172, 4.579], [14.559, -2.432, 4.825], [19.358, -10.775, 8.358], [5.882, -13.542, 17.623], [10.247, -20.281, 7.757], [-1.474, -6.756, 10.865], [5.594, -1.754, 10.374], [18.270, -10.594, 9.181], [2.909, 0.449, -4.265], [9.783, -0.039, 10.986], [4.137, 0.037, -2.692], [6.045, -9.293, 14.786], [-2.814, -6.585, 8.682], [0.938, -5.633, 6.954], [10.223, -17.491, 10.330], [-0.396, -6.638, 10.970], [5.341, -13.171, 15.651], [6.119, -2.984, -4.255], [5.411, -12.333, 13.238], [5.344, -2.230, -4.122], [5.722, -12.274, 0.111], [2.328, 0.999, -2.612], [7.635, -9.144, 7.281], [15.196, -0.608, 2.136], [12.439, -7.008, 13.304], [18.603, -2.914, 2.866], [10.193, -18.270, 11.091], [7.273, 2.133, 10.124], [0.077, -6.324, 9.658], [17.667, -3.399, 4.342], [18.254, 1.414, 3.097], [8.454, -7.059, 7.894], [4.925, -0.952, 10.687], [7.806, -16.277, 7.598], [8.515, -12.946, 16.294], [10.563, -14.906, 6.030], [1.982, -10.943, 0.456], [5.412, -8.920, 13.981], [15.548, -11.371, 2.647], [12.758, -4.961, 13.276], [6.122, -8.623, 15.642], [16.106, -1.316, 3.078], [4.244, -8.946, -0.370], [17.416, 0.890, 3.556], [10.428, -16.628, 5.613], [11.070, -5.548, 13.382], [14.281, -9.557, 3.648], [4.711, 0.457, 7.446], [9.036, -11.356, 15.866], [11.063, -17.691, 9.665], [10.516, -16.567, 10.829], [9.295, -19.785, 7.946], [19.578, -13.259, 7.819], [6.520, -1.044, 0.859], [9.377, -1.475, 9.844], [12.138, -5.649, 14.788], [2.100, -0.608, -3.139], [2.807, 0.219, -3.205], [17.778, -4.474, 2.927], [17.911, -9.566, 9.137], [22.030, -12.371, 5.817], [10.022, -8.799, 7.666], [4.193, -13.543, 17.228], [8.144, -11.974, 15.970], [9.049, -17.350, 9.574], [3.366, -1.659, -0.753], [8.880, -7.821, 5.751], [6.478, -1.672, -0.031], [8.536, -20.427, 7.498], [19.355, -14.428, 8.436], [10.408, -16.168, 7.719], [6.832, 0.736, 9.923], [5.990, -2.599, 0.270], [17.513, -11.332, 8.918], [5.493, -10.488, 15.242], [-2.464, -5.613, 9.032], [7.035, -9.433, 14.351], [6.100, -11.869, 1.050], [5.399, 0.346, 10.628], [-0.117, -5.842, 11.661], [7.467, -11.687, 16.775], [1.547, -9.983, -1.160], [5.886, -11.987, 14.624], [20.543, -11.468, 5.796], [4.428, -1.280, -1.764], [15.262, -9.959, 3.898], [9.164, -0.465, 10.196], [9.023, -19.576, 8.981], [-1.816, -7.608, 8.590], [7.477, -1.991, -0.331], [14.862, -3.063, 5.660], [0.564, -8.656, 8.579], [7.490, -12.096, 14.686], [9.038, -17.044, 7.965], [22.048, -10.596, 6.039]], "lowdin_charge": [0.506, -0.244, -0.234, -0.186, -0.243, -0.096, 0.626, -0.128, -0.228, 0.072, -0.257, 0.097, 0.086, -0.100, 0.082, -0.250, 0.085, 0.093, 0.082, -0.231, -0.103, 0.091, 0.067, -0.168, 0.086, -0.112, 0.425, 0.094, 0.082, 0.091, -0.090, 0.095, -0.219, 0.089, 0.083, 0.082, 0.093, 0.093, -0.234, -0.237, -0.227, 0.094, -0.241, 0.087, 0.095, 0.091, 0.074, 0.091, 0.088, 0.077, 0.080, 0.077, 0.089, 0.515, 0.082, 0.086, -0.242, -0.189, 0.082, -0.093, -0.212, 0.084, 0.088, 0.070, 0.097, -0.144, 0.088, 0.096, -0.250, -0.122, -0.119, -0.136, -0.138, -0.077, -0.207, 0.089, -0.247, -0.103, -0.090, 0.090, -0.390, -0.241, -0.118, 0.084, 0.088, -0.236, -0.234, 0.090, 0.087, -0.424, -0.130, -0.238, 0.086, 0.095, -0.227, 0.098, 0.070, 0.072, 0.091, 0.464, -0.111, -0.154, 0.079, 0.080, 0.082, 0.086, 0.093, 0.080, 0.092, -0.094, -0.202, 0.089, 0.103, 0.074, 0.087, -0.105, 0.090, 0.094, 0.085, -0.401, 0.089, -0.095, -0.236, -0.270, -0.411, -0.079, 0.084, -0.190, -0.243, 0.509, 0.088, 0.097, -0.254, 0.080, 0.090, 0.091, -0.238, 0.094, 0.072, 0.076, 0.526, 0.088, 0.503, -0.175, -0.129, 0.076, -0.221, 0.086, 0.094, -0.244, -0.219, 0.524, 0.089], "lumo_ev": 1.74, "charge": -1, "max_force_ha_per_bohr": 0.09471, "homo_lumo_gap_ev": 7.06, "e_tot_ev": -192902.9107, "e_homo_ha": -0.196}